{"formula": "C14H33N3O4", "method": "ωB97M-V/def2-TZVPD", "homo_lumo_gap_ev": 10.18, "smiles": "CC#N.CC#N.CC#N.CCO.CCO.CCO.CCO", "max_force_ev_per_a": 8.585, "lumo_ev": -0.10, "e_tot_ha": -1018.0296, "symbols": ["C", "C", "N", "H", "H", "H", "C", "C", "N", "H", "H", "H", "C", "C", "N", "H", "H", "H", "C", "C", "O", "H", "H", "H", "H", "H", "H", "C", "C", "O", "H", "H", "H", "H", "H", "H", "C", "C", "O", "H", "H", "H", "H", "H", "H", "C", "C", "O", "H", "H", "H", "H", "H", "H"], "positions_angstrom": [[-1.4329, -0.5799, 0.5502], [-0.8799, -2.0479, 0.6912], [-0.4759, -3.0769, 0.6822], [-2.1969, -0.6199, -0.2598], [-2.2849, -0.2649, 1.3742], [-0.5879, 0.0451, 0.2712], [-1.3729, -4.4049, -2.3428], [0.0321, -5.0119, -2.9088], [1.0381, -5.4659, -3.2088], [-1.5879, -4.2549, -1.2098], [-1.5609, -3.2979, -2.7518], [-2.3449, -4.9679, -2.3338], [0.4851, -0.4259, 2.2562], [1.0811, -1.7679, 2.5732], [1.4751, -2.8569, 2.8242], [1.3511, 0.2051, 1.9572], [-0.3619, -0.7379, 1.5372], [-0.0889, 0.2071, 3.0442], [0.6401, -0.5629, -2.7998], [1.8361, -0.2989, -3.7928], [2.8221, 0.4831, -3.2058], [-0.1869, -1.1759, -3.1938], [0.3741, 0.4691, -2.5348], [1.1561, -1.2149, -2.0838], [1.5201, 0.4901, -4.7358], [1.9661, -1.1059, -4.3678], [3.4181, 0.1861, -3.8908], [-4.1849, 0.7011, 3.7412], [-4.9829, 1.6481, 2.9392], [-4.2419, 2.9361, 3.0792], [-4.9049, -0.0799, 3.7132], [-4.1839, 1.0851, 4.7882], [-3.3689, 0.5731, 3.1962], [-5.9869, 1.8351, 3.3822], [-5.1049, 1.4341, 1.8352], [-3.5069, 2.9031, 2.3622], [0.7791, 2.9371, -0.7408], [0.7431, 4.3381, -0.5628], [-0.3889, 4.8811, -1.1488], [1.1091, 2.6981, -1.7868], [-0.0889, 2.5501, -0.4488], [1.5291, 2.2751, -0.1548], [1.5991, 4.9621, -0.9468], [0.7361, 4.6061, 0.4872], [-0.0029, 5.5771, -1.4968], [3.8311, -0.8629, 1.5092], [3.0351, -0.7549, 0.2262], [3.2841, 0.5141, -0.3848], [3.5271, -1.6909, 2.1222], [3.5051, -0.0009, 2.0272], [4.9381, -0.8659, 1.4302], [2.0071, -0.9849, 0.2832], [3.3371, -1.5639, -0.3518], [3.1521, 0.4031, -1.2418]], "atomic_forces_ev_per_a": [[-4.9, -2.0, -1.7], [-4.3, 7.3, -1.3], [2.0, -5.7, -0.2], [0.8, -0.1, -0.3], [3.1, -0.7, -1.3], [-0.9, 0.5, -0.2], [-0.3, 1.9, 0.7], [-4.3, 1.3, 2.3], [0.4, 0.0, -0.4], [2.4, -0.1, -1.4], [0.6, -2.7, 0.5], [1.2, -0.3, -1.9], [0.0, -0.4, 1.5], [0.6, -2.3, 2.3], [-1.3, 3.9, -0.9], [-1.0, -0.2, -0.6], [4.2, 1.6, 3.2], [1.2, -1.7, -0.5], [1.9, 0.2, -1.3], [-6.5, 5.5, -1.3], [1.1, -1.7, 0.2], [0.3, 0.6, -0.2], [-0.4, -0.7, 0.8], [-0.5, 0.6, 0.8], [-0.3, -2.0, 2.1], [2.2, -3.6, -1.4], [2.1, 1.0, 0.3], [-5.0, 0.8, 2.3], [0.0, 3.3, -0.5], [0.9, -0.6, -2.6], [0.2, -2.0, 0.4], [0.8, -0.4, -0.9], [4.1, -1.2, -1.3], [0.6, -0.1, -0.4], [0.1, -0.1, 1.2], [-1.9, 0.3, 1.9], [5.8, -3.3, -1.7], [2.0, 3.2, 1.8], [-3.4, -4.3, 1.6], [-1.0, -0.1, 0.6], [-4.0, -1.7, 0.5], [-0.7, 1.7, -0.5], [-0.1, -1.2, 0.1], [0.0, -0.1, 0.7], [1.5, 5.7, -3.2], [-0.1, 0.2, -0.1], [1.8, 0.4, 0.2], [0.6, 0.1, 6.4], [0.0, -0.5, 0.0], [0.3, 1.2, 1.2], [-0.8, 0.2, -0.4], [-1.5, 0.3, 0.8], [1.1, -1.3, -1.9], [-0.9, -0.4, -6.3]]}

***

{"formula": "C2H2InO6", "method": "ωB97M-V/def2-TZVPD", "homo_lumo_gap_ev": 3.75, "charge": 1, "max_force_ev_per_a": 3.031, "lumo_ev": -10.72, "e_tot_ha": -718.4957, "symbols": ["In", "O", "C", "O", "O", "H", "O", "C", "O", "O", "H"], "positions_angstrom": [[-0.8375, -1.7917, 2.3319], [-2.0954, -1.0789, -0.2404], [-2.0008, 0.2625, -0.4288], [-2.6695, 0.8006, -1.2715], [-1.3010, 0.9305, 0.3538], [-2.6217, -1.0642, -1.0432], [3.0051, -0.0564, -0.5752], [2.0708, 0.2725, 0.3355], [1.5671, -0.6355, 1.0058], [1.7832, 1.4936, 0.3523], [3.0996, 0.8670, -0.8204]], "atomic_forces_ev_per_a": [[0.2, 0.1, -0.1], [0.5, 1.6, -0.3], [0.6, -0.9, 2.2], [-0.5, 1.2, -1.4], [1.2, 0.4, 0.7], [-1.2, -2.6, -1.1], [-1.3, 0.2, 1.5], [1.5, -0.7, -1.9], [-1.5, 0.4, 0.9], [-1.0, -0.5, 1.1], [1.6, 0.8, -1.7]]}

***

{"formula": "C10H10BF2NO2", "method": "ωB97M-V/def2-TZVPD", "homo_lumo_gap_ev": 8.73, "smiles": "C/C(=C\\C(=O)Nc1ccccc1)OB(F)F", "max_force_ev_per_a": 3.106, "lumo_ev": 0.35, "e_tot_ha": -817.0249, "symbols": ["C", "C", "C", "C", "O", "N", "C", "C", "C", "C", "C", "C", "O", "B", "F", "F", "H", "H", "H", "H", "H", "H", "H", "H", "H", "H"], "positions_angstrom": [[-2.8384, 2.2640, -0.6785], [-2.7830, 0.8494, -0.9669], [-1.6852, 0.0921, -0.8077], [-0.4152, 0.4943, -0.2199], [-0.3432, 1.3977, 0.6282], [0.7046, -0.2024, -0.5740], [1.7974, -0.3763, 0.3281], [2.7589, -1.4501, 0.0991], [3.7038, -1.7403, 1.0380], [3.8948, -0.8867, 2.1100], [3.1298, 0.2653, 2.2464], [2.0320, 0.4671, 1.4635], [-3.9113, 0.3002, -1.4569], [-4.0717, -0.8931, -2.0570], [-3.0829, -1.7104, -2.4886], [-5.3228, -1.4106, -2.2739], [-3.0740, 2.8502, -1.5355], [-3.6632, 2.3835, 0.0066], [-1.9180, 2.6371, -0.2349], [-1.8272, -0.8814, -1.1453], [0.5778, -0.8419, -1.3740], [2.7583, -1.9096, -0.8582], [4.3999, -2.6037, 1.0027], [4.6138, -1.0845, 2.9015], [3.2188, 0.7713, 3.1626], [1.3464, 1.2189, 1.6846]], "atomic_forces_ev_per_a": [[-0.3, 0.8, 0.8], [2.7, -0.6, 0.1], [-0.8, 0.8, -0.3], [0.2, 1.8, 1.6], [-0.5, -0.8, -1.0], [0.1, -0.9, -0.3], [2.0, -0.6, 0.5], [-2.2, 2.2, -0.1], [1.6, -0.5, 0.8], [0.1, 0.5, 0.5], [0.0, -2.1, 0.3], [-0.3, -1.3, -2.3], [-1.3, -0.2, -0.4], [-1.1, -1.9, -0.8], [-0.6, 0.8, 0.2], [1.6, 1.2, 0.4], [-0.3, 0.4, -0.9], [-0.3, 0.4, 0.5], [-0.2, -0.2, 0.0], [0.5, -1.6, -0.2], [0.5, 0.3, 1.0], [-0.3, -0.8, -0.5], [-0.7, 0.5, -0.5], [0.1, -0.2, -0.4], [0.3, 1.1, 0.8], [-0.7, 1.1, 0.2]]}

***

{"formula": "C10H16CaClSeSm", "method": "ωB97M-V/def2-TZVPD", "homo_lumo_gap_ev": [4.00, 4.10], "charge": -2, "max_force_ev_per_a": 2.726, "lumo_ev": [4.56, 4.56], "e_tot_ha": -4587.7248, "spin_multiplicity": 6, "symbols": ["Sm", "Cl", "C", "H", "H", "H", "Ca", "C", "C", "C", "H", "H", "H", "H", "H", "H", "H", "H", "Se", "C", "C", "C", "C", "C", "C", "H", "H", "H", "H", "H"], "positions_angstrom": [[0.1502, 0.3225, 0.1166], [-0.1885, 2.2027, -1.6355], [-2.0809, -0.1952, 0.3519], [-2.3340, -0.7350, 1.2780], [-2.3888, -0.8061, -0.5170], [-2.6474, 0.7510, 0.3283], [0.6713, 0.1474, -3.6549], [2.8964, 0.9168, -3.9918], [-0.9643, 0.0581, -5.4024], [0.7069, -1.3719, -1.7895], [-1.3930, -0.9548, -5.4226], [-1.7789, 0.7854, -5.2786], [-0.4568, 0.2522, -6.3593], [3.5928, 0.1510, -3.6077], [3.0597, 1.0436, -5.0757], [3.1051, 1.8710, -3.4806], [-0.1416, -2.0830, -2.0108], [1.5993, -2.0232, -1.9582], [0.4193, 2.4161, 1.9861], [0.0735, 0.9397, 3.0942], [-1.1777, 0.8114, 3.7560], [-1.3528, -0.1674, 4.7229], [-0.3106, -1.0542, 5.0443], [0.8941, -1.0012, 4.3202], [1.0702, -0.0557, 3.3061], [-1.9763, 1.5115, 3.4966], [-2.3119, -0.2434, 5.2493], [-0.4387, -1.7872, 5.8456], [1.6956, -1.7052, 4.5509], [2.0078, 0.0030, 2.7376]], "atomic_forces_ev_per_a": [[1.0, -1.7, -1.9], [-0.1, 0.4, -0.5], [-1.1, -0.2, 0.0], [-0.1, 0.0, -0.1], [0.0, 0.1, 0.3], [0.0, -0.2, 0.0], [-0.2, 0.3, 0.7], [0.6, 0.2, -0.2], [-0.3, 0.0, -0.5], [-0.4, -0.4, 1.5], [-0.1, 0.0, -0.2], [-0.1, -0.1, -0.1], [-0.2, 0.0, -0.2], [0.0, 0.2, -0.1], [0.3, 0.1, 0.1], [0.1, -0.1, -0.1], [0.2, 0.4, 0.3], [0.0, 0.4, 0.1], [0.3, 0.9, 0.2], [0.0, -0.8, 0.5], [0.6, -0.1, -0.1], [0.1, -0.2, 0.1], [0.3, 0.2, -0.3], [-0.6, -0.1, 0.1], [-0.6, 0.5, 0.4], [0.3, -0.2, 0.1], [0.4, 0.0, -0.2], [0.0, 0.2, -0.3], [-0.2, 0.1, -0.1], [-0.3, 0.0, 0.4]]}

***

{"formula": "C34H32BrCaN5O2Si", "method": "ωB97M-V/def2-TZVPD", "homo_lumo_gap_ev": 6.37, "max_force_ev_per_a": 2.189, "lumo_ev": -0.71, "e_tot_ha": -5280.3709, "symbols": ["Ca", "Br", "C", "C", "C", "C", "O", "C", "C", "N", "C", "C", "C", "C", "C", "C", "C", "C", "N", "C", "C", "H", "H", "H", "H", "H", "H", "H", "H", "H", "H", "C", "Si", "C", "C", "N", "C", "C", "C", "C", "C", "C", "O", "C", "C", "C", "C", "C", "C", "H", "H", "H", "H", "H", "H", "H", "H", "H", "H", "H", "H", "H", "H", "H", "H", "H", "H", "N", "C", "C", "C", "N", "H", "H", "H", "H"], "positions_angstrom": [[0.2004, 0.0930, -0.3367], [4.4840, 5.5218, 1.6447], [3.0853, 4.2627, 1.3526], [1.8499, 4.7392, 0.8928], [0.8137, 3.8708, 0.7122], [0.9333, 2.4697, 0.9707], [-0.0708, 1.7092, 0.8716], [2.2373, 2.0048, 1.3810], [2.4721, 0.6379, 1.6523], [1.5864, -0.2843, 1.4497], [1.7177, -1.5640, 1.9126], [2.6853, -2.0047, 2.8063], [2.7364, -3.3287, 3.2440], [1.7984, -4.2396, 2.8339], [0.7438, -3.8294, 1.9956], [-0.3046, -4.6964, 1.6277], [-1.3275, -4.2139, 0.8587], [-1.2801, -2.8746, 0.4403], [-0.3037, -2.0518, 0.7305], [0.7012, -2.4898, 1.5128], [3.2826, 2.9304, 1.5834], [1.7270, 5.7922, 0.6838], [-0.1452, 4.2270, 0.3609], [3.4543, 0.4096, 2.0884], [3.4231, -1.3115, 3.1806], [3.5251, -3.6246, 3.9213], [1.8318, -5.2657, 3.1677], [-0.2977, -5.7181, 1.9855], [-2.1616, -4.8386, 0.5811], [-2.0876, -2.4631, -0.1476], [4.2456, 2.5761, 1.9277], [3.5991, -1.3909, -3.8309], [3.2652, -0.5351, -2.1327], [3.1976, -2.0149, -0.9207], [4.8273, 0.4902, -1.6874], [1.7512, 0.2797, -2.0285], [1.4326, 1.3503, -2.8238], [2.2916, 1.8834, -3.8010], [1.9551, 2.9665, -4.5860], [0.7437, 3.6109, -4.4091], [-0.1321, 3.1207, -3.4563], [0.1731, 1.9924, -2.7133], [-0.7218, 1.5179, -1.7580], [-2.0597, 1.7639, -1.9317], [-2.8071, 2.1266, -0.8127], [-4.1563, 2.4119, -0.9403], [-4.7756, 2.3331, -2.1773], [-4.0492, 1.9156, -3.2815], [-2.6981, 1.6351, -3.1670], [4.6184, -1.7647, -3.8725], [3.4691, -0.7112, -4.6657], [2.9340, -2.2362, -3.9956], [3.8225, -2.8226, -1.2903], [2.1937, -2.4090, -0.7810], [3.5901, -1.7369, 0.0502], [5.5743, -0.1378, -1.2079], [4.5744, 1.2996, -1.0056], [5.2880, 0.9329, -2.5665], [3.2538, 1.4187, -3.9370], [2.6488, 3.3189, -5.3352], [0.4763, 4.4768, -4.9948], [-1.0762, 3.6240, -3.2973], [-2.3086, 2.1971, 0.1459], [-4.7236, 2.7203, -0.0744], [-5.8195, 2.5881, -2.2836], [-4.5409, 1.8161, -4.2397], [-2.1282, 1.3176, -4.0302], [-0.0158, -1.7463, -2.6855], [-0.3706, -2.8437, -3.3665], [-1.7392, -2.9637, -3.2413], [-2.1220, -1.8629, -2.4678], [-1.0612, -1.1455, -2.1377], [0.8798, -1.2424, -2.6343], [0.3400, -3.4678, -3.8726], [-2.3585, -3.7300, -3.6557], [-3.1027, -1.5528, -2.1544]], "atomic_forces_ev_per_a": [[-0.5, -2.0, -0.6], [0.0, -0.1, 0.0], [0.4, 0.0, 0.1], [-0.1, -0.2, 0.0], [-0.1, -0.1, 0.0], [0.8, 0.9, 0.5], [-0.9, 1.3, 1.1], [-0.4, 0.5, -0.4], [0.1, -0.4, 0.4], [0.6, 0.6, 0.2], [0.5, -1.1, 1.0], [-0.3, 0.4, -0.5], [-0.1, -0.4, 0.0], [0.2, 0.1, 0.2], [0.1, 0.4, -0.2], [-0.2, 0.2, -0.2], [0.2, -0.2, 0.2], [-0.2, -0.1, 0.0], [-0.4, 0.0, -0.1], [0.5, -0.6, 0.7], [0.0, 0.3, -0.1], [0.0, 0.0, 0.0], [-0.1, 0.0, 0.0], [-0.1, -0.1, 0.0], [0.0, 0.1, 0.0], [0.0, -0.1, 0.0], [0.0, -0.1, 0.1], [0.0, 0.0, 0.0], [-0.1, 0.0, -0.1], [0.0, -0.1, 0.0], [0.0, 0.0, 0.0], [-0.2, 0.5, 0.5], [0.7, -0.6, 0.0], [0.1, 0.6, -0.4], [-0.7, -0.3, -0.2], [0.8, -0.5, -0.1], [-0.4, 0.2, -0.2], [-0.2, 0.1, 0.1], [0.0, 0.1, -0.1], [0.0, -0.1, 0.0], [-0.1, 0.0, 0.1], [0.5, 0.6, -0.6], [-0.2, 0.9, -0.8], [-1.1, 0.2, 0.0], [0.5, -0.1, 0.0], [-0.1, 0.0, -0.2], [-0.1, 0.0, 0.1], [0.1, 0.0, 0.0], [0.3, -0.2, 0.1], [0.2, -0.1, 0.1], [0.0, 0.1, -0.2], [-0.1, -0.2, 0.0], [0.1, -0.1, -0.2], [-0.2, -0.1, 0.0], [0.0, 0.0, 0.3], [0.1, -0.2, 0.1], [-0.1, 0.1, 0.1], [0.0, 0.1, -0.1], [0.2, -0.1, 0.0], [0.1, 0.0, 0.0], [0.0, 0.1, 0.0], [0.0, 0.0, 0.0], [0.1, 0.1, 0.0], [0.0, 0.0, 0.1], [-0.1, 0.0, 0.0], [0.1, 0.0, -0.1], [0.0, 0.0, 0.0], [0.1, -0.7, -0.5], [-0.3, -0.2, 0.0], [0.1, -0.1, -0.1], [0.1, -0.1, -0.3], [-0.5, 0.4, 0.3], [0.0, 0.2, 0.1], [0.2, 0.0, -0.1], [-0.2, -0.2, -0.1], [-0.1, 0.0, 0.1]]}

***

{"formula": "C4H6N2S2", "method": "ωB97M-V/def2-TZVPD", "homo_lumo_gap_ev": [8.05, 8.05], "smiles": "C=[NH+][S-].c1cscn1", "max_force_ev_per_a": 4.855, "lumo_ev": [0.41, 0.41], "e_tot_ha": -1061.8271, "symbols": ["C", "N", "S", "H", "H", "H", "C", "C", "S", "C", "N", "H", "H", "H"], "positions_angstrom": [[2.7302, -1.2143, 0.1177], [1.9985, -0.1274, 0.0816], [2.4568, 1.4394, 0.3417], [2.4447, -2.0999, -0.2706], [3.7227, -1.1008, 0.6104], [1.0438, -0.1395, -0.1744], [-1.1295, 1.0772, -0.4114], [-2.5099, 1.2753, -0.3548], [-3.2172, -0.1261, 0.3319], [-1.7260, -0.9090, 0.4704], [-0.7351, -0.1470, 0.0350], [-0.3630, 1.8551, -0.8043], [-3.0139, 2.1136, -0.7724], [-1.7021, -1.8966, 0.7990]], "atomic_forces_ev_per_a": [[1.2, 4.2, 2.0], [2.7, -1.5, -0.1], [0.4, 0.9, 0.6], [-1.4, -2.7, -1.0], [-0.8, -0.1, -0.8], [-1.7, -1.0, -0.5], [-0.7, 1.1, -0.5], [2.1, -1.0, 0.1], [-0.8, 0.5, -0.3], [0.3, 3.0, -1.3], [0.1, -0.8, 0.3], [-1.4, -1.7, 0.8], [-0.6, 0.3, 0.1], [0.5, -1.4, 0.6]]}